Entry 1:
DFT (ωB97M-V/def2-TZVPD) results for C20H13Br4ClN4O as an isolated structure at a distorted geometry.

For the HOMO energy, the calculation gives -8.65 eV. The value obtained for the electronic energy is -321649.2000 eV. As for the orbital gap: 8.1775 eV. The energy above the lowest of the compared OMol25 structures with the same formula, charge and spin comes out at 0.0 kcal per mole.

Element x y z (Å)
O1 -2.588 1.960 -1.342
Cl1 1.045 -0.383 -3.857
Br1 -4.265 -3.372 -3.346
Br2 4.900 4.242 2.281
Br3 3.068 5.685 -0.154
Br4 0.204 4.293 -0.993
N1 -2.280 -2.977 -1.370
N2 1.111 0.497 2.468
C1 -1.949 1.486 -0.421
C2 -2.744 -2.532 -2.531
C3 0.006 0.266 1.806
C4 -0.942 -1.331 -2.237
C5 -1.100 -2.263 -1.189
C6 0.026 -0.246 -2.457
C7 0.083 0.850 -1.621
C8 -0.823 -0.878 2.090
C9 -1.053 -1.972 1.285
C10 2.846 2.253 2.309
C11 3.269 3.428 1.701
C12 2.483 4.031 0.711
C13 1.281 3.412 0.317
C14 1.630 1.660 1.962
C15 0.855 2.236 0.979
N3 -1.993 -1.525 -3.094
N4 -0.716 0.855 -0.488
C16 -0.115 -3.983 0.247
C17 1.168 -1.973 -0.063
C18 -1.764 2.095 0.927
C19 -0.363 1.364 0.827
C20 -0.268 -2.474 0.058
H1 0.764 1.667 -1.834
H2 -1.427 -0.750 2.976
H3 -1.849 -2.666 1.618
H4 3.457 1.805 3.092
H5 -2.243 -0.967 -3.894
H6 -1.049 -4.528 0.363
H7 0.518 -4.175 1.140
H8 0.417 -4.441 -0.597
H9 1.760 -2.266 0.825
H10 1.266 -0.924 -0.140
H11 1.614 -2.361 -0.978
H12 -1.769 3.196 0.942
H13 -2.469 1.706 1.681

Forces on the atoms, in the same order (eV/Å):
-0.1 -1.7 0.7
-0.1 0.2 0.1
0.8 0.8 0.3
-0.5 -0.4 -0.1
-0.4 -1.2 0.7
0.0 -0.5 0.3
0.6 1.0 -1.8
-1.7 -1.4 -0.3
-0.6 3.6 -3.3
-0.3 -0.5 0.6
1.8 0.5 1.4
0.5 -0.8 1.5
-0.4 1.5 -1.0
-0.3 1.7 1.5
0.7 -2.8 -2.4
-1.3 -2.3 -1.9
0.4 1.4 1.4
0.2 -0.3 0.6
-0.2 0.2 -0.1
0.1 0.5 -0.6
-0.1 0.0 0.7
1.7 1.9 -0.5
0.0 1.4 -1.5
-1.0 -1.5 0.7
-1.0 0.1 0.6
0.6 -1.0 0.5
0.2 -0.3 0.4
-0.2 -1.6 1.6
0.9 0.8 0.8
-0.3 -0.3 0.2
0.0 0.0 0.2
-0.2 -0.2 0.2
0.5 0.4 -0.2
-0.1 0.1 -0.2
0.0 -0.1 -0.1
-0.1 0.2 0.0
-0.4 0.1 -0.4
-0.1 0.3 0.0
-0.3 -0.1 -0.5
0.0 1.2 0.0
0.1 -0.3 0.1
0.2 -0.6 -0.3
0.5 0.2 0.0

---

Entry 2:
DFT (ωB97M-V/def2-TZVPD) results for a 13-piece molecular cluster, C25H76N2O13 overall at a distorted geometry.

For the HOMO energy, the calculation gives -9.83 eV. The value obtained for the electronic energy is -56755.2578 eV. As for the orbital gap: 10.0936 eV. The energy above the lowest of the compared OMol25 structures with the same formula, charge and spin comes out at 0.0 kcal per mole.

Element x y z (Å)
O1 3.637 -1.861 -1.635
H1 2.825 -2.362 -1.575
H2 3.579 -1.464 -2.527
O2 -4.108 -3.447 0.200
H3 -4.277 -3.107 1.077
H4 -4.755 -2.994 -0.381
O3 0.958 -3.732 -2.800
H5 1.044 -4.531 -2.280
H6 0.772 -3.045 -2.155
O4 -1.639 -3.959 -0.740
H7 -1.323 -4.808 -0.459
H8 -2.570 -3.821 -0.418
C1 2.437 -1.405 -6.495
C2 1.984 -0.989 -5.021
C3 0.473 -1.029 -4.757
O5 2.818 -1.784 -4.164
H9 1.998 -2.426 -6.647
H10 3.517 -1.411 -6.717
H11 1.927 -0.762 -7.158
H12 2.327 0.034 -4.943
H13 0.367 -0.951 -3.642
H14 0.015 -1.929 -5.164
H15 0.062 -0.156 -5.186
H16 2.311 -2.571 -3.919
C4 1.299 1.204 5.342
C5 0.364 0.274 4.552
C6 -0.102 -0.841 5.477
O6 -0.812 0.986 4.232
H17 0.626 1.870 5.920
H18 1.827 1.887 4.710
H19 2.130 0.760 5.945
H20 0.817 -0.103 3.692
H21 -0.928 -1.398 5.092
H22 -0.425 -0.365 6.393
H23 0.627 -1.531 5.742
H24 -0.449 1.773 3.788
C7 4.220 -1.730 2.818
C8 3.465 -2.449 3.898
C9 2.314 -3.284 3.391
O7 4.363 -3.381 4.515
H25 3.707 -0.813 2.541
H26 4.449 -2.403 1.991
H27 5.205 -1.385 3.168
H28 3.061 -1.696 4.620
H29 2.628 -3.916 2.581
H30 1.537 -2.710 2.913
H31 1.896 -3.906 4.118
H32 4.096 -3.868 5.311
C10 4.296 2.214 1.370
C11 4.637 1.469 0.051
C12 5.788 0.425 0.092
O8 3.470 0.811 -0.383
H33 3.313 2.649 1.221
H34 5.026 2.976 1.652
H35 4.153 1.508 2.220
H36 4.903 2.250 -0.672
H37 6.760 0.928 0.230
H38 5.815 -0.069 -0.888
H39 5.657 -0.276 0.908
H40 3.738 -0.068 -0.590
C13 -5.370 -0.098 -2.282
C14 -4.443 -0.057 -3.472
C15 -5.218 0.296 -4.744
O9 -3.351 0.808 -3.283
H41 -4.800 -0.550 -1.445
H42 -6.194 -0.809 -2.477
H43 -5.795 0.855 -1.918
H44 -4.088 -1.102 -3.519
H45 -5.478 1.366 -4.716
H46 -6.054 -0.317 -4.774
H47 -4.590 0.053 -5.601
H48 -2.956 0.531 -2.482
C16 -2.512 4.487 2.812
C17 -3.387 3.254 2.745
C18 -4.825 3.557 2.488
O10 -3.110 2.484 1.610
H49 -1.421 4.210 3.019
H50 -2.822 5.176 3.593
H51 -2.521 4.936 1.855
H52 -3.330 2.554 3.590
H53 -5.018 3.942 1.488
H54 -5.271 4.188 3.200
H55 -5.428 2.658 2.500
H56 -2.191 2.342 1.370
C19 -1.568 -0.812 -0.585
C20 -0.073 -0.881 -0.244
C21 0.259 -0.004 0.993
O11 0.305 -2.266 0.014
H57 -2.173 -1.176 0.240
H58 -1.823 -1.388 -1.547
H59 -1.739 0.254 -0.752
H60 0.481 -0.437 -1.039
H61 1.324 -0.090 1.266
H62 -0.423 -0.345 1.798
H63 0.096 1.056 0.788
H64 -0.297 -2.906 -0.370
C22 2.717 3.479 -4.313
C23 1.429 2.808 -3.928
C24 1.222 2.739 -2.427
O12 0.455 3.637 -4.489
H65 2.804 3.528 -5.356
H66 3.589 2.869 -3.991
H67 2.744 4.460 -3.870
H68 1.251 1.772 -4.343
H69 0.266 2.241 -2.377
H70 1.099 3.787 -2.054
H71 2.008 2.200 -1.871
H72 -0.365 3.231 -4.226
C25 -4.104 -1.196 2.715
O13 -4.659 -2.283 2.535
N1 -2.910 -0.984 3.378
N2 -4.731 -0.020 2.313
H73 -2.642 -0.176 3.913
H74 -2.343 -1.772 3.575
H75 -5.560 -0.238 1.807
H76 -4.309 0.868 2.436

Forces on the atoms, in the same order (eV/Å):
0.5 0.6 0.1
-0.3 -0.2 0.2
0.0 -0.3 0.2
-0.5 0.0 -1.9
-0.2 0.4 1.1
0.6 -0.5 0.6
0.2 0.3 -0.4
0.1 -0.3 0.1
-0.2 0.2 0.3
-0.4 0.6 -0.4
-0.2 -0.7 0.3
0.6 -0.2 0.1
-1.4 -1.3 1.6
1.8 -0.5 -2.2
1.7 -0.8 1.3
-0.9 0.3 0.3
0.6 0.6 -0.1
-0.5 0.1 0.6
-0.5 0.8 -1.1
0.1 0.3 0.6
-0.3 -0.2 -0.9
-0.1 0.0 0.2
-0.7 0.9 -0.6
0.0 -0.2 0.1
0.0 0.3 0.3
0.0 -0.4 2.9
-0.7 1.3 -0.1
0.2 1.1 -0.8
0.5 -0.6 0.3
0.3 0.5 -0.9
-1.1 -0.1 -0.2
0.8 -0.7 -1.6
-0.6 -0.3 -0.4
-0.3 0.1 0.3
1.7 -1.1 0.3
-0.8 -0.1 0.0
1.0 0.2 0.3
-0.7 -0.7 1.2
0.1 1.1 -1.7
1.3 0.2 0.1
-0.3 -0.2 -0.5
-0.4 0.2 -0.3
-0.3 -0.2 0.3
0.5 -0.5 -0.1
0.6 -0.5 -0.3
-0.5 0.6 0.1
-0.7 -0.8 1.4
-0.6 0.7 -0.5
0.0 -1.2 0.1
0.7 0.2 0.8
0.1 1.5 -0.1
-0.6 1.0 0.3
-0.1 0.4 -0.1
-0.1 -0.1 -0.1
0.3 0.3 -0.5
0.0 -0.1 -0.1
-0.3 -0.2 0.0
0.0 -0.1 0.4
-0.1 -0.3 0.0
-0.2 -1.5 -0.6
-0.3 -0.5 1.3
-1.0 -0.6 -0.3
2.4 1.0 0.6
-0.5 0.6 -1.3
-0.3 0.3 -0.1
0.2 0.4 0.0
0.3 -0.2 -0.5
0.1 0.2 -0.5
0.0 -0.4 -0.2
-1.8 -1.0 -0.2
-0.1 0.3 -0.2
0.9 -0.3 1.3
1.6 -1.2 1.4
-0.1 -0.2 -0.1
-1.0 -0.3 -0.5
0.5 -1.1 -1.7
-1.3 0.3 -0.2
-0.1 0.1 0.0
-0.2 0.8 -1.0
0.3 0.6 0.5
0.4 0.4 0.0
-0.5 1.1 1.0
0.0 -0.5 0.2
0.3 0.2 0.5
0.5 -0.2 -1.3
-0.8 -0.8 1.2
-0.4 -1.1 0.0
1.5 1.7 0.2
-0.1 0.0 0.0
0.4 0.7 1.4
-0.5 0.0 0.0
0.7 -0.1 -1.0
-0.4 -0.2 0.0
0.5 0.3 -0.1
-0.2 0.0 -0.2
-1.1 0.1 -0.1
1.0 -1.8 1.2
0.7 -0.6 0.0
0.1 0.7 0.0
-0.8 0.4 -0.4
0.0 0.4 -1.6
-0.4 0.5 0.1
0.1 0.4 0.1
0.8 0.8 0.2
-0.4 -0.3 0.9
0.2 -0.8 -0.1
-0.4 0.1 -0.2
-0.9 0.1 -0.1
-0.5 2.0 0.9
0.9 0.2 -0.1
-0.6 -0.6 -0.6
0.6 -2.7 0.7
-0.2 0.5 -0.4
0.1 -0.8 0.1
-0.5 0.7 -0.2
0.2 0.6 -0.5

---

Entry 3:
DFT (ωB97M-V/def2-TZVPD) results for a 5-piece molecular cluster, C13H25Br8I2NO4S overall at a distorted geometry.

For the HOMO energy, the calculation gives -8.61 eV. The value obtained for the electronic energy is -610942.1362 eV. As for the orbital gap: 8.4110 eV.

Element x y z (Å)
C1 -1.018 1.995 -0.361
C2 -1.739 1.931 0.976
I1 -2.994 0.165 1.024
C3 -2.602 3.196 1.338
I2 -4.723 2.984 1.011
C4 -2.132 4.517 0.716
N1 -2.469 4.808 -0.651
C5 -2.755 5.659 1.590
O1 -1.765 6.651 1.841
S1 -0.474 6.332 0.953
O2 -0.623 6.991 -0.287
O3 0.749 6.602 1.585
O4 -0.730 4.745 0.891
H1 -0.929 0.979 -0.728
H2 -1.548 2.542 -1.122
H3 -0.001 2.340 -0.230
H4 -1.049 1.781 1.790
H5 -2.515 3.312 2.407
H6 -3.324 4.361 -0.950
H7 -1.707 4.631 -1.287
H8 -3.573 6.070 1.011
H9 -3.209 5.336 2.520
Br1 -2.314 -3.689 1.698
C6 -4.028 -4.443 2.220
C7 -4.896 -4.714 1.022
Br2 -5.657 -3.070 0.309
H10 -4.481 -3.744 2.914
H11 -3.793 -5.369 2.740
H12 -5.747 -5.332 1.299
H13 -4.354 -5.187 0.210
Br3 1.875 0.626 -3.195
C8 0.567 1.319 -4.455
C9 0.750 2.793 -4.697
Br4 0.100 3.832 -3.188
H14 -0.411 1.080 -4.050
H15 0.722 0.760 -5.376
H16 0.160 3.114 -5.552
H17 1.787 3.075 -4.847
Br5 2.420 -1.351 0.451
C10 3.537 -2.549 -0.602
C11 4.987 -2.159 -0.528
Br6 5.370 -0.605 -1.639
H18 3.146 -2.536 -1.614
H19 3.386 -3.534 -0.169
H20 5.614 -2.956 -0.922
H21 5.304 -1.913 0.479
Br7 5.112 -4.436 2.593
C12 4.327 -6.200 2.351
C13 4.932 -6.918 1.175
Br8 4.251 -6.227 -0.512
H22 3.256 -6.057 2.251
H23 4.536 -6.737 3.273
H24 4.655 -7.969 1.187
H25 6.012 -6.830 1.138

Forces on the atoms, in the same order (eV/Å):
0.1 -1.0 0.3
-1.3 0.6 -0.4
0.8 -0.7 0.2
1.1 -1.1 -0.2
-0.1 1.0 0.0
-1.0 1.3 0.5
0.0 -0.2 -0.2
-1.1 0.0 -0.3
0.7 -0.4 0.1
-0.2 1.0 -0.6
-0.6 -0.3 -1.0
0.5 -0.6 1.6
0.3 -0.2 -0.1
0.2 -0.1 -0.2
-0.1 0.2 -0.1
0.1 0.5 -0.1
0.2 -0.1 0.2
-0.2 0.0 0.3
0.1 -0.1 -0.1
0.0 -0.1 -0.1
0.1 0.4 -0.2
0.5 -0.1 0.4
0.0 0.0 0.0
0.3 -0.1 0.0
-0.2 0.1 0.0
0.1 0.0 0.0
-0.1 0.0 0.0
0.0 0.0 0.0
0.0 0.0 0.0
0.1 0.0 0.0
0.0 0.0 0.1
0.2 -0.2 0.0
-0.3 0.0 0.0
0.2 0.2 -0.1
0.0 0.1 0.0
0.0 0.0 0.0
0.0 0.0 0.0
0.0 -0.1 0.0
0.0 0.0 -0.1
-0.2 0.0 0.2
0.1 0.0 -0.3
0.0 0.0 0.1
0.0 0.0 0.0
0.1 0.0 0.0
0.0 -0.1 0.0
0.0 0.0 0.0
-0.1 0.0 -0.1
0.2 0.1 0.2
-0.2 -0.1 -0.1
0.1 0.0 0.0
0.0 0.0 0.0
0.0 0.0 0.0
0.0 0.0 0.0
0.0 0.0 0.0

---

Entry 4:
DFT (ωB97M-V/def2-TZVPD) results for one molecule with the formula CH4N2O2 at a distorted geometry.

For the HOMO energy, the calculation gives -9.71 eV. The value obtained for the electronic energy is -8172.0664 eV. As for the orbital gap: 10.0810 eV. The energy above the lowest of the compared OMol25 structures with the same formula, charge and spin comes out at 106.5 kcal per mole.

Element x y z (Å)
C1 0.174 -0.205 0.776
N1 -0.625 0.188 -1.495
N2 -0.566 0.798 -0.354
O1 -1.181 0.856 -2.368
O2 1.592 -0.920 1.096
H1 0.101 0.161 1.719
H2 1.891 -1.416 0.295
H3 -0.268 -1.118 0.574
H4 -1.117 1.657 -0.244

Forces on the atoms, in the same order (eV/Å):
1.3 -0.7 -2.2
-0.6 0.9 -1.8
2.9 -2.5 2.8
0.3 -0.8 0.6
-1.2 2.2 -2.5
-1.0 1.5 2.3
-0.4 0.6 0.7
-1.8 -1.1 -0.3
0.6 0.0 0.3